1.
19
Properties=species:S:1:pos:R:3:nbo_charge:R:1 method="wB97M-V/def2-TZVPD" e_homo_ev=-7.89 gap_ha=0.3122 spin_multiplicity=1 smiles=c1cc[nH]c1.O.O.O de_lowest_kcal_mol=54.54
C -0.52 -1.26 0.40 -0.31
C 0.10 -1.25 1.66 -0.08
N -0.48 -0.22 2.36 -0.51
C -1.63 0.20 1.64 -0.09
C -1.53 -0.33 0.36 -0.34
H -0.23 -1.84 -0.49 0.23
H 0.91 -1.94 1.90 0.22
H -0.44 -0.12 3.40 0.41
H -2.44 0.64 2.19 0.21
H -2.36 -0.20 -0.41 0.24
H 1.12 -0.26 -2.67 0.49
H 2.59 -0.41 -2.22 0.47
O 1.71 -0.64 -2.02 -0.95
H 2.44 0.87 -0.23 0.48
H 2.75 2.32 0.21 0.46
O 2.81 1.43 0.53 -0.95
H -2.30 1.27 -2.56 0.47
H -1.07 1.03 -1.62 0.48
O -1.44 0.70 -2.41 -0.95


2.
24
Properties=species:S:1:pos:R:3:nbo_charge:R:1 method="wB97M-V/def2-TZVPD" e_homo_ev=-13.84 charge=+1 gap_ha=0.2020 spin_multiplicity=1 de_lowest_kcal_mol=175.39
C -1.76 1.06 -1.32 -0.58
C -1.07 0.59 0.00 -0.12
C 0.26 1.51 0.27 -0.36
C 1.48 0.85 -0.29 -0.20
C 2.06 -0.26 0.24 0.06
C 3.41 -0.82 -0.14 -0.68
N -1.97 0.41 1.01 -0.25
H -2.71 0.52 -1.42 0.25
H -2.06 2.10 -1.24 0.23
H -1.31 0.99 -2.32 0.27
H -0.68 -0.39 -0.28 0.24
H 0.23 1.60 1.35 0.27
H 0.21 2.48 -0.20 0.26
H 1.95 1.16 -1.22 0.23
H 1.53 -0.77 1.05 0.25
H 3.42 -1.89 0.11 0.25
H 4.16 -0.29 0.48 0.27
H 3.43 -0.61 -1.23 0.24
H -2.44 1.26 1.38 0.37
H -3.24 -2.52 -0.85 -0.03
H -1.03 -0.66 1.65 0.46
H -0.59 -2.00 2.40 0.50
H -3.05 -3.12 -1.38 0.03
O -0.24 -1.22 1.94 -0.96


3.
22
Properties=species:S:1:pos:R:3:lowdin_spin:R:1 method="wB97M-V/def2-TZVPD" e_homo_ev="-9.98 / -9.97" charge=+1 gap_ha="0.2263 / 0.1689" spin_multiplicity=7
O 0.85 -0.62 0.59 0.06
C 0.54 -1.96 0.83 0.00
C -0.42 -2.56 -0.19 0.00
O -1.72 -2.01 -0.17 0.00
C -1.95 -0.86 -1.01 0.00
C -2.98 0.01 -0.35 0.00
O -2.26 0.99 0.45 0.00
C -3.04 1.95 1.12 0.00
Mg -0.41 0.57 -0.38 0.02
H 0.09 -2.07 1.84 0.00
H 1.46 -2.58 0.83 0.00
H -0.52 -3.64 0.03 0.00
H 0.01 -2.46 -1.20 0.00
H -2.35 -1.21 -1.98 0.00
H -3.66 -0.52 0.34 0.00
H -3.57 0.56 -1.09 0.00
H -2.37 2.63 1.65 0.00
H -3.65 2.53 0.40 0.00
H -3.72 1.46 1.84 0.00
Dy 2.92 0.69 0.43 5.85
O 1.19 1.59 -0.82 0.06
H 1.37 2.19 -1.56 0.00


4.
83
Properties=species:S:1:pos:R:3:mulliken_charge:R:1 method="wB97M-V/def2-TZVPD" e_homo_ev=-20.17 charge=+5 gap_ha=0.2642 spin_multiplicity=1 de_lowest_kcal_mol=0.00
Br 1.44 0.95 2.11 -0.73
C 0.79 3.32 7.09 -1.15
C -0.41 2.77 6.38 0.65
O -1.42 2.39 6.84 -0.36
N -0.21 2.49 4.88 -0.09
H 0.66 2.94 4.58 0.35
H -0.09 1.51 4.60 0.27
C -1.36 3.05 4.07 -0.91
H 1.63 2.65 6.91 0.31
H 0.56 3.38 8.15 0.35
H 1.01 4.33 6.72 0.39
H -1.61 4.02 4.49 0.38
H -2.17 2.34 4.16 0.38
H -0.99 3.15 3.05 0.36
C 4.44 -0.72 4.35 -0.92
C 5.40 0.23 3.71 0.70
O 6.56 0.14 3.61 -0.36
N 4.76 1.58 3.33 0.06
H 3.72 1.52 3.27 -0.06
H 4.89 2.29 4.06 0.41
C 5.31 2.09 2.05 -0.81
H 3.55 -0.86 3.73 0.15
H 4.16 -0.28 5.32 0.34
H 4.93 -1.65 4.59 0.35
H 4.87 1.50 1.25 0.26
H 6.39 1.98 2.05 0.40
H 5.04 3.13 1.87 0.36
C -5.23 -6.31 -4.00 -0.81
N -4.09 -5.60 -3.36 -0.04
C -4.05 -5.46 -2.03 -0.40
C -3.00 -4.83 -1.42 -0.72
C -1.94 -4.33 -2.17 0.83
C -2.02 -4.47 -3.55 -0.77
C -3.11 -5.09 -4.12 -0.17
C -0.74 -3.75 -1.50 0.83
C -0.83 -2.87 -0.42 -0.77
C 0.32 -2.42 0.22 -0.22
N 1.52 -2.86 -0.19 0.09
C 1.66 -3.59 -1.32 -0.32
C 0.54 -4.11 -1.93 -0.77
C 2.73 -2.51 0.63 -1.03
H -6.16 -5.88 -3.63 0.38
H -5.20 -7.35 -3.66 0.39
H -5.16 -6.24 -5.08 0.27
H -4.88 -5.94 -1.52 0.53
H -3.06 -4.68 -0.35 0.52
H -1.24 -4.13 -4.23 0.52
H -3.21 -5.22 -5.19 0.41
H -1.78 -2.48 -0.07 0.59
H 0.44 -1.77 1.08 0.41
H 2.67 -3.80 -1.62 0.49
H 0.70 -4.74 -2.80 0.56
H 2.41 -2.50 1.66 0.40
H 3.05 -1.53 0.28 0.36
H 3.49 -3.26 0.43 0.37
C 3.45 1.24 -4.41 -0.91
N 2.15 1.57 -3.79 0.09
C 1.08 1.68 -4.58 -0.54
C -0.18 1.83 -4.05 -0.59
C -0.33 1.93 -2.66 0.87
C 0.79 1.74 -1.85 -0.87
C 2.01 1.50 -2.45 -0.36
C -1.65 2.38 -2.11 1.01
C -2.10 1.96 -0.86 -0.72
C -3.23 2.53 -0.31 -0.31
N -3.92 3.46 -1.00 0.04
C -3.53 3.87 -2.21 -0.41
C -2.36 3.38 -2.77 -0.77
C -5.22 3.94 -0.48 -0.86
H 3.35 0.38 -5.07 0.41
H 4.22 0.99 -3.69 0.31
H 3.78 2.06 -5.05 0.36
H 1.29 1.73 -5.64 0.52
H -1.02 1.96 -4.71 0.65
H 0.73 1.79 -0.77 0.45
H 2.92 1.43 -1.87 0.57
H -1.57 1.22 -0.27 0.52
H -3.51 2.36 0.72 0.42
H -4.14 4.63 -2.67 0.47
H -2.06 3.73 -3.74 0.58
H -6.04 3.50 -1.04 0.38
H -5.29 5.03 -0.57 0.37
H -5.33 3.67 0.57 0.30


5.
16
Properties=species:S:1:pos:R:3:nbo_charge:R:1 method="wB97M-V/def2-TZVPD" e_homo_ev=-8.83 gap_ha=0.3610 spin_multiplicity=1 smiles="C=CO.CCS" de_lowest_kcal_mol=53.62
C -3.64 0.79 -2.74 -0.62
C -4.40 -0.46 -3.20 -0.51
S -3.97 -1.73 -1.96 -0.06
H -2.75 0.63 -2.24 0.21
H -4.28 1.24 -2.01 0.22
H -3.51 1.58 -3.55 0.21
H -5.57 -0.50 -3.22 0.23
H -4.08 -0.80 -4.18 0.21
H -2.60 -1.51 -1.91 0.12
C 4.30 0.08 3.05 -0.55
C 5.10 0.62 3.96 0.18
O 6.15 -0.02 4.33 -0.68
H 3.61 0.47 2.39 0.20
H 4.55 -0.90 2.60 0.17
H 5.01 1.55 4.32 0.17
H 6.08 -1.03 4.33 0.49


6.
71
Properties=species:S:1:pos:R:3:mulliken_charge:R:1 method="wB97M-V/def2-TZVPD" e_homo_ev=-10.94 charge=+1 gap_ha=0.2811 spin_multiplicity=1
C -0.98 0.01 0.51 -0.47
Si 0.37 0.16 1.84 -0.24
C 0.46 -1.55 2.66 -1.09
C -0.03 1.38 3.24 -0.54
C -0.22 2.86 2.84 -1.21
C -1.29 3.11 1.77 -0.69
C -2.70 2.64 2.17 -0.16
C -3.66 2.93 1.02 -0.82
C -5.15 2.65 1.36 -0.67
C -5.76 1.64 0.36 -0.76
C -6.93 0.82 0.97 -0.93
N -6.43 -0.53 1.29 0.29
N -5.45 -0.63 2.20 -0.16
C -5.17 -1.95 2.26 0.01
N -5.93 -2.64 1.45 -0.50
C -6.73 -1.74 0.82 0.45
N -7.68 -1.96 -0.12 -0.38
C 2.04 0.44 1.04 0.91
C 3.22 0.16 1.72 -0.26
C 4.47 0.34 1.14 -0.91
C 4.55 0.81 -0.16 -0.36
C 3.40 1.09 -0.89 -0.93
C 2.17 0.91 -0.28 -0.07
H -1.98 0.22 0.90 -0.23
H -0.97 -0.96 0.02 0.49
H -0.77 0.77 -0.26 0.21
H -0.49 -1.72 3.18 0.25
H 0.60 -2.34 1.93 0.35
H 1.28 -1.56 3.38 0.32
H 0.84 1.35 3.91 0.46
H -0.89 1.03 3.82 0.46
H -0.56 3.39 3.74 0.42
H 0.71 3.32 2.52 0.37
H -1.37 4.20 1.66 0.51
H -1.00 2.76 0.78 0.37
H -2.67 1.58 2.45 -0.11
H -3.00 3.24 3.04 0.34
H -3.36 2.38 0.12 0.44
H -3.57 3.99 0.77 0.39
H -5.30 2.37 2.40 0.54
H -5.70 3.59 1.22 0.31
H -6.12 2.10 -0.56 0.56
H -4.96 0.95 0.07 0.47
H -7.36 1.29 1.85 0.39
H -7.72 0.72 0.22 0.27
H -5.02 0.12 2.72 0.21
H -4.39 -2.32 2.91 0.45
H -7.62 -1.60 -1.05 0.24
H -8.46 -2.55 0.11 0.22
H 3.16 -0.22 2.74 0.24
H 5.40 0.12 1.66 0.40
H 5.51 0.98 -0.64 0.41
H 3.52 1.43 -1.91 0.49
H 1.26 1.14 -0.84 0.24
C 7.23 -4.71 -5.36 -0.75
O 7.21 -3.47 -4.63 -0.29
P 5.75 -2.70 -4.51 0.94
O 5.56 -2.18 -5.89 -0.62
O 6.34 -1.60 -3.48 -0.22
C 7.67 -1.09 -3.60 -0.68
O 4.25 -2.61 -3.88 -0.41
C 3.77 -1.36 -3.40 -0.48
H 8.23 -5.13 -5.28 0.23
H 6.52 -5.42 -4.94 0.31
H 7.00 -4.53 -6.41 0.34
H 7.92 -0.87 -4.64 0.32
H 8.38 -1.78 -3.17 0.28
H 7.71 -0.16 -3.04 0.24
H 3.95 -0.57 -4.14 0.32
H 4.24 -1.10 -2.45 0.20
H 2.70 -1.46 -3.23 0.27


7.
31
Properties=species:S:1:pos:R:3:nbo_charge:R:1 method="wB97M-V/def2-TZVPD" e_homo_ev=-4.80 charge=-1 gap_ha=0.2802 spin_multiplicity=1
Au 0.37 0.86 -1.03 0.48
Br 3.33 0.22 -1.40 0.04
C 3.32 -0.06 0.50 -0.04
C 4.57 -0.16 1.04 -0.27
C 4.73 -0.51 2.40 -0.22
C 3.62 -0.79 3.15 -0.20
C 2.32 -0.66 2.60 -0.08
C 1.20 -0.97 3.40 -0.22
C -0.06 -0.81 2.91 -0.21
C -0.24 -0.30 1.61 -0.27
C 0.80 0.00 0.75 -0.31
C 2.12 -0.23 1.25 -0.05
H 5.44 -0.01 0.42 0.22
H 5.72 -0.58 2.82 0.20
H 3.72 -1.12 4.17 0.20
H 1.37 -1.34 4.41 0.19
H -0.92 -1.05 3.52 0.20
H -1.26 -0.12 1.28 0.21
Br -2.50 -2.85 -2.04 0.02
C -3.01 -1.02 -2.28 0.16
C -4.31 -0.65 -2.01 -0.30
C -4.64 0.68 -2.23 -0.17
C -3.68 1.54 -2.71 -0.23
C -2.38 1.07 -2.89 0.13
N -2.06 -0.21 -2.67 -0.43
C -1.27 2.03 -3.35 0.75
O -1.61 2.83 -4.22 -0.68
O -0.12 1.97 -2.80 -0.77
H -5.04 -1.37 -1.66 0.22
H -5.64 1.03 -2.00 0.21
H -3.89 2.58 -2.93 0.24


8.
100
Properties=species:S:1:pos:R:3:mulliken_charge:R:1 method="wB97M-V/def2-TZVPD" e_homo_ev=-7.90 gap_ha=0.3072 spin_multiplicity=1
O 2.98 -6.34 -1.90 -0.55
C 1.91 -6.06 -1.44 0.54
O 1.79 -5.70 -0.09 -0.19
C 0.43 -6.09 0.17 -0.59
C -0.19 -5.44 -1.09 0.53
C -1.65 -5.88 -1.07 -0.11
C -1.99 -7.17 -1.40 -0.45
C -3.31 -7.51 -1.33 -0.73
C -4.22 -6.56 -0.92 -0.34
C -3.91 -5.26 -0.61 -1.04
C -2.53 -4.91 -0.69 0.10
O 0.69 -6.07 -2.06 -0.40
H 0.35 -7.18 0.05 0.44
H -0.09 -5.63 1.01 0.30
H -0.05 -4.36 -1.12 0.31
H -1.21 -7.87 -1.69 0.43
H -3.62 -8.53 -1.56 0.39
H -5.26 -6.86 -0.85 0.34
H -4.63 -4.53 -0.27 0.41
H -2.16 -3.92 -0.45 0.65
C 0.90 -0.83 -2.02 -1.02
S -0.46 -0.49 -0.89 0.42
O -0.98 -1.80 -0.42 -0.46
C -1.59 0.13 -2.13 -0.89
H 1.72 -1.27 -1.45 0.34
H 0.57 -1.53 -2.79 0.29
H 1.24 0.10 -2.47 0.38
H -1.76 -0.63 -2.89 0.45
H -1.18 1.03 -2.58 0.21
H -2.53 0.37 -1.65 0.26
C -3.87 5.11 -0.49 -0.82
S -3.84 3.54 -1.36 0.47
O -2.80 2.69 -0.72 -0.55
C -3.14 4.19 -2.89 -0.79
H -4.25 4.93 0.52 0.11
H -2.86 5.52 -0.44 0.30
H -4.54 5.80 -1.01 0.42
H -2.18 4.66 -2.68 0.14
H -3.83 4.91 -3.32 0.41
H -3.00 3.36 -3.58 0.34
C -4.28 -1.02 3.16 -1.06
S -3.86 -2.24 1.90 0.63
O -4.71 -3.44 2.15 -0.70
C -2.22 -2.60 2.52 -0.56
H -5.30 -0.68 2.98 0.37
H -4.21 -1.47 4.15 0.38
H -3.60 -0.17 3.08 0.31
H -2.28 -2.96 3.55 0.51
H -1.60 -1.71 2.47 0.35
H -1.78 -3.38 1.90 -0.20
C 5.04 -5.47 0.21 -0.93
S 5.12 -4.32 1.58 0.71
O 5.75 -3.06 1.09 -0.71
C 6.38 -5.21 2.51 -1.01
H 4.34 -5.07 -0.51 0.10
H 6.02 -5.57 -0.25 0.47
H 4.69 -6.43 0.57 0.34
H 7.28 -5.32 1.91 0.36
H 5.99 -6.19 2.79 0.32
H 6.61 -4.64 3.41 0.32
C 1.74 6.71 -4.36 -0.98
S 0.66 5.30 -4.60 0.44
O -0.71 5.70 -4.14 -0.61
C 1.38 4.29 -3.30 -0.74
H 1.43 7.49 -5.05 0.35
H 1.64 7.08 -3.34 0.32
H 2.77 6.43 -4.57 0.39
H 1.31 4.81 -2.34 0.33
H 2.42 4.08 -3.54 0.41
H 0.82 3.35 -3.24 0.06
C 2.45 -2.50 4.96 -1.05
S 1.88 -3.93 4.02 0.69
O 0.39 -3.88 4.01 -0.63
C 2.36 -5.16 5.25 -1.05
H 2.22 -1.61 4.39 0.30
H 1.95 -2.47 5.92 0.35
H 3.53 -2.57 5.10 0.37
H 1.86 -4.95 6.20 0.36
H 3.44 -5.14 5.38 0.36
H 2.05 -6.14 4.89 0.31
C 3.92 10.10 -3.39 -0.93
S 4.35 9.73 -5.10 0.47
O 4.19 8.27 -5.29 -0.56
C 6.10 10.06 -4.93 -0.95
H 2.85 9.92 -3.26 0.29
H 4.48 9.45 -2.72 0.30
H 4.14 11.15 -3.18 0.40
H 6.53 9.41 -4.16 0.31
H 6.25 11.11 -4.67 0.37
H 6.58 9.85 -5.88 0.32
C -5.35 3.90 5.11 -0.98
S -4.93 3.54 3.40 0.42
O -5.08 2.07 3.20 -0.51
C -3.17 3.88 3.56 -0.98
H -6.41 3.71 5.24 0.33
H -4.77 3.25 5.77 0.30
H -5.13 4.95 5.32 0.37
H -2.74 3.23 4.32 0.39
H -3.02 4.92 3.82 0.40
H -2.70 3.67 2.59 0.25


9.
11
Properties=species:S:1:pos:R:3:nbo_charge:R:1 method="wB97M-V/def2-TZVPD" e_homo_ev=-8.75 gap_ha=0.3431 spin_multiplicity=1 de_lowest_kcal_mol=167.93
N -1.77 -0.37 -0.16 -0.76
C -0.50 -0.22 0.25 0.36
C 0.12 0.94 0.73 -0.19
O 1.47 0.44 1.24 -0.46
C 1.35 0.10 -0.03 0.76
O 1.71 0.90 -0.98 -0.68
N 0.52 -1.11 -0.19 -0.64
H -1.94 -0.94 -0.98 0.41
H -2.39 0.42 -0.02 0.41
H 0.82 1.62 -0.38 0.42
H 0.77 -1.87 0.44 0.39


10.
47
Properties=species:S:1:pos:R:3:nbo_charge:R:1 method="wB97M-V/def2-TZVPD" e_homo_ev=-9.46 gap_ha=0.3752 spin_multiplicity=1 smiles="C=CCOC(=O)CCP(=O)(CCC(=O)OCC=C)c1ccccc1" de_lowest_kcal_mol=3.51
C -3.55 -3.70 1.11 -0.39
C -2.28 -3.43 1.33 -0.19
C -1.18 -3.73 0.36 -0.12
H -1.57 -3.83 -0.66 0.20
H -0.67 -4.66 0.66 0.23
O -0.21 -2.69 0.32 -0.53
C 0.85 -2.81 1.12 0.81
O 1.06 -3.78 1.81 -0.60
C 1.74 -1.60 1.04 -0.51
C 1.45 -0.75 -0.18 -0.78
P -0.24 -0.02 -0.03 1.95
O -0.75 0.04 1.35 -1.12
C -1.38 -0.77 -1.24 -0.31
C -1.00 -1.07 -2.54 -0.22
C -1.92 -1.61 -3.42 -0.22
C -3.22 -1.83 -3.01 -0.21
C -3.61 -1.52 -1.71 -0.20
C -2.68 -0.99 -0.83 -0.23
H -2.95 -0.74 0.18 0.24
H -4.63 -1.68 -1.39 0.22
H -3.94 -2.25 -3.70 0.21
H -1.62 -1.85 -4.43 0.22
H 0.02 -0.89 -2.86 0.21
H 1.53 -1.33 -1.10 0.24
H 2.16 0.08 -0.23 0.28
H 2.78 -1.93 1.08 0.24
H 1.54 -1.01 1.94 0.26
H -1.95 -2.98 2.25 0.22
H -4.31 -3.49 1.85 0.20
H -3.89 -4.15 0.19 0.19
C -0.10 1.70 -0.74 -0.77
C 0.21 2.70 0.36 -0.53
C 1.68 2.79 0.68 0.82
O 2.55 2.17 0.12 -0.62
O 1.90 3.65 1.67 -0.50
C 3.25 3.85 2.07 -0.12
C 3.97 4.88 1.25 -0.20
C 3.43 5.59 0.28 -0.39
H 4.00 6.31 -0.28 0.20
H 2.40 5.48 0.00 0.19
H 5.01 5.00 1.53 0.21
H 3.79 2.90 2.01 0.21
H 3.20 4.17 3.12 0.21
H -0.13 3.71 0.10 0.24
H -0.31 2.40 1.27 0.27
H -1.07 1.93 -1.18 0.24
H 0.66 1.73 -1.53 0.25


11.
11
Properties=species:S:1:pos:R:3:nbo_charge:R:1 method="wB97M-V/def2-TZVPD" e_homo_ev=-9.95 gap_ha=0.3566 spin_multiplicity=1 de_lowest_kcal_mol=216.16
C 1.41 -0.56 -0.11 0.17
C -0.77 1.26 -0.38 0.00
C -1.62 -0.11 0.16 0.01
H 2.10 -1.31 0.43 0.20
H 1.96 0.20 -1.12 0.23
H -1.16 2.32 -0.89 0.23
H -2.60 -0.14 0.72 0.23
N 0.51 1.48 -0.17 -0.13
N -0.90 -1.26 0.22 -0.07
O 0.82 0.48 0.89 -0.43
O 0.22 -1.25 -0.59 -0.44


12.
19
Properties=species:S:1:pos:R:3:nbo_charge:R:1 method="wB97M-V/def2-TZVPD" e_homo_ev="-19.00 / -18.94" charge=+2 gap_ha="0.4328 / 0.2108" spin_multiplicity=2 de_lowest_kcal_mol=19.40
C -0.61 0.68 -1.66 -0.32
N 0.51 -0.22 -1.98 -0.22
C -0.32 1.33 -0.27 -0.23
N -0.16 0.24 0.78 -0.73
H -1.48 0.01 -1.70 0.26
H -0.78 1.47 -2.40 0.33
H 0.34 -1.07 -2.52 0.45
H 1.32 0.32 -2.33 0.43
H -1.06 2.05 0.07 0.28
H 0.64 1.82 -0.44 0.24
H -0.09 0.74 1.68 0.46
H -1.09 -0.26 0.75 0.50
H 0.81 -0.09 0.68 0.48
H -3.18 -0.01 1.94 0.51
H -2.88 -1.50 1.87 0.52
O -2.45 -0.64 1.76 -0.98
H 3.74 -0.61 0.91 0.50
H 3.18 -1.82 0.34 0.49
O 2.86 -1.03 0.81 -0.98